(1)
Formula: C5H6ClNO2
Source: the Open Molecules 2025 dataset
Level of theory: ωB97M-V/def2-TZVPD

Properties
- HOMO (spin up / spin down) (eV) = -7.864 / -7.862
- LUMO level (spin up / spin down) (eV) = -0.01 / -0.02
- spin multiplicity = 1
- total charge = 0
- energy (a.u.) = -859.42925
- gap between HOMO and LUMO (spin up / spin down) (eV) = 7.850 / 7.847

Cartesian coordinates (Å):
1 C -0.393 1.256 0.953
2 C 0.407 -1.492 -0.150
3 C -1.313 0.551 0.004
4 C -1.014 -0.974 -0.024
5 C 1.889 1.086 0.054
6 N 0.844 1.535 0.600
7 O 0.936 -2.518 0.323
8 O 1.207 -0.728 -0.876
9 Cl 2.868 1.861 -1.139
10 H -0.728 1.701 1.911
11 H -2.456 0.568 0.262
12 H -1.292 1.068 -1.055
13 H -1.541 -1.375 -0.993
14 H -1.530 -1.438 0.892
15 H 2.116 -1.101 -0.763

***

(2)
Formula: C5H6ClNS
Source: the Open Molecules 2025 dataset
Level of theory: ωB97M-V/def2-TZVPD

Properties
- HOMO (eV) = -8.688
- LUMO level (eV) = -0.07
- spin multiplicity = 1
- total charge = 0
- structure (SMILES) = C=C/N=C\Cl.C=C=S
- energy (a.u.) = -1107.13493
- gap between HOMO and LUMO (eV) = 8.615

Cartesian coordinates (Å):
1 C -2.942 1.083 0.268
2 C -2.030 0.085 0.512
3 C 3.110 -1.265 -0.194
4 C 0.165 0.988 0.283
5 C 2.219 -1.939 -0.883
6 N -0.675 0.098 0.340
7 S 4.228 -0.431 0.456
8 Cl 0.084 2.727 0.016
9 H -4.020 0.972 0.176
10 H -2.565 2.033 0.034
11 H -2.424 -0.818 0.959
12 H 1.575 -1.320 -1.447
13 H 1.991 -2.963 -0.768
14 H 1.283 0.750 0.248

***

(3)
Formula: C5H6ClNS
Source: the Open Molecules 2025 dataset
Level of theory: ωB97M-V/def2-TZVPD

Properties
- HOMO (eV) = -8.133
- LUMO level (eV) = 0.88
- spin multiplicity = 1
- total charge = 0
- energy (a.u.) = -1107.12335
- gap between HOMO and LUMO (eV) = 9.012

Cartesian coordinates (Å):
1 C -0.004 0.534 1.149
2 C 0.933 0.624 -0.118
3 C -0.989 0.022 0.037
4 C -0.526 -1.271 -0.303
5 C 0.915 -0.997 -0.283
6 H 0.140 -0.145 1.946
7 H 1.810 1.108 -0.278
8 H -0.466 1.951 -0.989
9 H -2.033 0.335 -0.030
10 H -1.129 -2.173 0.082
11 H 1.874 -1.479 -0.058
12 N -0.220 0.884 -1.062
13 S 0.205 -1.488 -1.855
14 Cl -0.508 2.095 1.763

***

(4)
Formula: C5H6ClOP
Source: the Open Molecules 2025 dataset
Level of theory: ωB97M-V/def2-TZVPD

Properties
- HOMO (spin up / spin down) (eV) = -8.299 / -8.348
- LUMO level (spin up / spin down) (eV) = -0.88 / -0.70
- spin multiplicity = 1
- total charge = 0
- energy (a.u.) = -1070.67155
- gap between HOMO and LUMO (spin up / spin down) (eV) = 7.423 / 7.646

Cartesian coordinates (Å):
1 C -0.887 1.063 0.452
2 C -2.043 -0.300 -0.391
3 C 0.120 -1.036 0.803
4 C 0.467 0.445 0.348
5 C 1.210 0.516 -0.958
6 O -2.528 -1.312 0.354
7 P -1.069 -1.813 -0.380
8 Cl -1.195 2.532 -0.188
9 H 1.016 -1.738 1.016
10 H -0.321 -1.078 1.731
11 H 0.969 0.941 1.264
12 H 1.697 1.439 -1.098
13 H 0.584 0.567 -1.725
14 H 1.980 -0.226 -1.228

***

(5)
Formula: C5H6CoLiO4
Source: the Open Molecules 2025 dataset
Level of theory: ωB97M-V/def2-TZVPD

Properties
- HOMO (spin up / spin down) (eV) = -7.413 / -7.584
- LUMO level (spin up / spin down) (eV) = -0.52 / -1.45
- ⟨S²⟩ = 6.005
- spin multiplicity = 5
- total charge = 0
- energy (a.u.) = -1885.30153
- gap between HOMO and LUMO (spin up / spin down) (eV) = 6.898 / 6.134

Cartesian coordinates (Å):
1 C 0.438 -1.562 0.972
2 C -0.800 -1.995 0.179
3 C -2.087 -1.522 0.784
4 C -2.857 -0.514 0.287
5 O -3.836 0.078 0.921
6 O 0.948 -0.297 0.663
7 Co 0.662 0.926 -0.710
8 Li -2.706 0.202 2.378
9 H 1.223 -2.335 0.871
10 H 0.148 -1.526 2.041
11 H -0.780 -3.096 0.112
12 H -0.703 -1.630 -0.857
13 H -2.377 -1.973 1.746
14 H -2.603 -0.129 -0.721
15 O -0.883 0.997 2.698
16 O 0.397 2.409 1.449
17 C -0.055 1.461 1.997

***

(6)
Formula: C5H6CsMgO4
Source: the Open Molecules 2025 dataset
Level of theory: ωB97M-V/def2-TZVPD

Properties
- HOMO (spin up / spin down) (eV) = -13.552 / -14.025
- LUMO level (spin up / spin down) (eV) = -7.01 / -7.02
- ⟨S²⟩ = 0.750
- spin multiplicity = 2
- total charge = +2
- energy (a.u.) = -714.69328
- gap between HOMO and LUMO (spin up / spin down) (eV) = 6.540 / 7.003

Cartesian coordinates (Å):
1 O -3.171 0.624 -1.003
2 C -2.562 0.116 -0.038
3 O -3.019 -0.590 0.840
4 O -1.151 0.363 -0.082
5 C -0.409 -0.064 0.891
6 C 0.951 0.442 1.014
7 Cs -7.629 -0.456 0.099
8 H -0.724 -1.014 1.345
9 H 0.347 1.015 1.926
10 H 1.526 -0.228 1.667
11 H 1.152 1.317 0.389
12 Mg -2.898 1.815 -2.621
13 C 2.927 -0.695 -0.845
14 C 4.238 -0.474 -0.687
15 O 5.359 -0.256 -0.530
16 H 2.463 -0.190 -1.696
17 H 2.600 -1.723 -0.670

***

(7)
Formula: C5H6F2
Source: the Open Molecules 2025 dataset
Level of theory: ωB97M-V/def2-TZVPD

Properties
- HOMO (eV) = -10.241
- LUMO level (eV) = 0.97
- spin multiplicity = 1
- total charge = 0
- structure (SMILES) = CC1=C[C@H](F)[C@H]1F
- energy (a.u.) = -393.77799
- gap between HOMO and LUMO (eV) = 11.214

Cartesian coordinates (Å):
1 C -0.491 -0.055 -1.042
2 C -0.316 -0.089 0.279
3 C 0.937 0.119 -1.431
4 C 1.167 0.076 0.204
5 C -1.307 -0.100 1.401
6 F 1.555 -0.927 -2.134
7 F 1.599 1.234 0.731
8 H -1.381 -0.052 -1.747
9 H 1.302 1.048 -1.983
10 H 1.754 -0.777 0.440
11 H -1.994 0.733 1.449
12 H -0.892 -0.137 2.464
13 H -1.933 -1.074 1.367

***

(8)
Formula: C5H6F2
Source: the Open Molecules 2025 dataset
Level of theory: ωB97M-V/def2-TZVPD

Properties
- HOMO (eV) = -9.383
- LUMO level (eV) = 0.52
- spin multiplicity = 1
- total charge = 0
- energy (a.u.) = -393.71627
- gap between HOMO and LUMO (eV) = 9.898

Cartesian coordinates (Å):
1 C -1.283 0.654 0.036
2 C -0.094 0.144 -0.421
3 C 0.346 0.788 -1.546
4 C 0.803 -0.738 0.281
5 C 0.672 -1.077 1.522
6 H -1.029 0.884 1.156
7 H -1.881 1.551 -0.564
8 H -0.099 1.610 -2.027
9 H 1.754 -0.949 -0.236
10 H 1.752 -1.865 1.668
11 H -0.184 -1.089 2.213
12 F -2.307 -0.318 0.063
13 F 1.552 0.406 -2.145

***

(9)
Formula: C5H6F3NO
Source: the Open Molecules 2025 dataset
Level of theory: ωB97M-V/def2-TZVPD

Properties
- HOMO (eV) = -9.347
- LUMO level (eV) = 0.23
- spin multiplicity = 1
- total charge = 0
- energy (a.u.) = -623.52070
- gap between HOMO and LUMO (eV) = 9.575

Cartesian coordinates (Å):
1 C -0.685 -2.438 0.321
2 C -0.444 -1.339 -0.163
3 C 0.279 0.131 -1.866
4 C -0.212 -0.003 -0.447
5 C 1.346 0.658 0.795
6 N -1.605 0.804 1.270
7 O -1.207 0.945 -0.089
8 F 2.267 1.207 -0.029
9 F 0.888 1.637 1.632
10 F 1.916 -0.194 1.594
11 H -1.125 -3.403 0.407
12 H 1.030 -0.603 -2.181
13 H 0.552 1.207 -2.026
14 H -0.614 -0.066 -2.500
15 H -1.197 1.548 1.782
16 H -1.188 -0.090 1.501

***

(10)
Formula: C5H6F4INO3S
Source: the Open Molecules 2025 dataset
Level of theory: ωB97M-V/def2-TZVPD

Properties
- HOMO (spin up / spin down) (eV) = -10.176 / -9.622
- LUMO level (spin up / spin down) (eV) = -1.34 / -3.14
- spin multiplicity = 1
- total charge = 0
- energy (a.u.) = -1569.78990
- gap between HOMO and LUMO (spin up / spin down) (eV) = 8.838 / 6.478

Cartesian coordinates (Å):
1 C -1.006 1.154 0.095
2 C -1.044 -0.736 1.673
3 C 1.743 0.639 -2.478
4 C 3.257 0.428 -2.310
5 C 0.967 -0.251 -1.616
6 N -0.400 0.157 0.758
7 O -0.605 1.728 -0.887
8 O 1.946 1.213 0.283
9 O 1.725 -1.239 0.881
10 F 1.395 0.291 -3.796
11 F 3.883 1.638 -2.151
12 F 3.504 -0.261 -1.192
13 F -0.258 -0.502 -1.977
14 S 1.276 -0.052 0.204
15 I 2.300 -3.538 -2.174
16 H -1.777 1.569 0.785
17 H -0.652 -0.691 2.689
18 H -2.100 -0.497 1.733
19 H -0.791 -1.717 1.396
20 H 1.614 1.666 -2.213
21 H 3.793 -0.176 -3.199

***

(11)
Formula: C5H6F4O
Source: the Open Molecules 2025 dataset
Level of theory: ωB97M-V/def2-TZVPD

Properties
- HOMO (spin up / spin down) (eV) = -10.601 / -6.188
- LUMO level (spin up / spin down) (eV) = 0.93 / -1.52
- spin multiplicity = 1
- total charge = 0
- energy (a.u.) = -668.57304
- gap between HOMO and LUMO (spin up / spin down) (eV) = 11.536 / 4.668

Cartesian coordinates (Å):
1 C 1.710 1.528 0.152
2 C 2.024 0.168 -0.278
3 C 1.995 -1.291 -0.483
4 C -3.109 -0.135 0.142
5 C -1.619 0.053 0.198
6 O 2.664 1.171 -0.846
7 F -3.348 -1.178 -0.722
8 F -3.597 0.977 -0.577
9 F -1.160 1.033 1.097
10 F -0.972 -1.059 0.622
11 H 0.712 1.918 -0.067
12 H 2.049 1.798 1.044
13 H 2.454 -1.707 0.480
14 H 2.743 -1.321 -1.342
15 H 1.022 -1.572 -0.572
16 H -3.567 -0.383 1.153

***

(12)
Formula: C5H6F5NP2
Source: the Open Molecules 2025 dataset
Level of theory: ωB97M-V/def2-TZVPD

Properties
- HOMO (eV) = -8.179
- LUMO level (eV) = 0.01
- spin multiplicity = 1
- total charge = 0
- structure (SMILES) = CN(C)C1=PC(F)(F)P1C(F)(F)F
- energy (a.u.) = -1430.84230
- gap between HOMO and LUMO (eV) = 8.186

Cartesian coordinates (Å):
1 C 0.131 0.593 -0.101
2 C -0.178 1.290 -2.365
3 C 0.967 0.947 2.186
4 C -0.771 -0.667 1.782
5 C -0.146 -1.590 -1.784
6 N 0.040 0.377 1.254
7 F 0.408 0.749 -3.477
8 F -0.925 2.300 -2.762
9 F 1.121 -1.344 -2.114
10 F -0.159 -2.526 -0.797
11 F -0.782 -2.099 -2.835
12 P 1.022 1.912 -0.851
13 P -1.099 -0.046 -1.271
14 H 1.536 0.133 2.725
15 H 1.587 1.566 1.608
16 H 0.490 1.615 2.857
17 H -1.861 -0.843 1.423
18 H -0.443 -1.719 1.677
19 H -0.937 -0.648 2.846